Record 1
This record from OMol25 describes C10H10S in the gas phase in a non-equilibrium geometry. The level of theory is the ωB97M-V functional and the def2-TZVPD basis.

Results
Structure (SMILES): CC1=CSC2=CC=CC=C1C2
Relative energy (zero: lowest compared OMol25 entry of this formula, charge and spin): 1.261 eV
Largest force on an atom: 4.6 eV/Å
Total charge: 0
E_LUMO: 0.65 eV
Kohn-Sham gap: 8.8 eV
HOMO: -0.2996 Eh
Multiplicity: 1
Electronic energy: -785.12940 a.u.

Atoms and positions in Å:
C -2.409 -1.361 -0.232
C -0.876 -1.323 -0.119
C -0.008 -2.320 -0.117
S 1.830 -2.044 -0.180
C 1.633 -0.338 0.251
C 2.212 0.718 -0.419
C 1.594 2.001 -0.398
C 0.243 2.261 -0.309
C -0.783 1.323 -0.307
C -0.429 0.067 0.250
C 0.651 -0.006 1.285
H -2.666 -1.455 0.773
H -2.696 -2.281 -0.757
H -2.791 -0.473 -0.663
H -0.213 -3.312 -0.218
H 3.105 0.647 -0.938
H 2.215 2.781 -0.653
H -0.111 3.315 -0.349
H -1.740 1.517 -0.599
H 0.811 1.044 1.637
H 0.428 -0.759 2.060



Record 2
This record from OMol25 describes a molecular structure, C21H23Br4N5O2Ru. The level of theory is the ωB97M-V functional and the def2-TZVPD basis.

Results
Largest force on an atom: 0.9 eV/Å
Total charge: +1
E_LUMO (alpha / beta): -3.46 / -3.57 eV
Kohn-Sham gap (alpha / beta): 6.9 / 6.8 eV
HOMO (alpha / beta): -0.3805 / -0.3821 Eh
Multiplicity: 2
Electronic energy: -11629.05339 a.u.

Atoms and positions in Å:
Ru 0.338 0.781 -0.079
C -3.715 -0.038 -0.013
C -2.243 -0.305 -0.313
N -1.491 0.915 -0.520
C -1.926 1.957 -1.430
C -0.789 2.196 -2.435
N 0.561 2.068 -1.793
C 1.247 3.328 -1.494
C 0.728 3.853 -0.166
N 0.828 2.807 0.871
C 2.151 2.746 1.567
C 2.948 1.453 1.285
N 1.957 0.400 1.228
C 1.795 -0.505 2.122
C 2.755 -0.792 3.234
C 0.491 -1.234 2.008
C 0.042 -2.322 2.732
C -1.232 -2.809 2.449
C -2.027 -2.206 1.484
C -1.537 -1.099 0.809
N -0.304 -0.674 1.093
H -3.825 0.881 0.561
H -4.166 -0.855 0.546
H -4.255 0.051 -0.954
H -2.128 2.878 -0.871
H -2.841 1.702 -1.968
H -0.892 3.182 -2.894
H -0.834 1.447 -3.223
H 1.128 1.476 -2.391
H 1.100 4.077 -2.276
H 2.318 3.124 -1.429
H -0.323 4.130 -0.258
H 1.281 4.748 0.130
H 0.099 2.945 1.558
H 1.972 2.830 2.638
H 2.755 3.602 1.263
H 3.715 1.320 2.051
H 3.444 1.503 0.316
H 3.743 -1.016 2.832
H 2.432 -1.637 3.835
H 2.846 0.070 3.897
H 0.654 -2.790 3.489
H -1.603 -3.674 2.982
H -3.000 -2.611 1.238
Br 1.774 -5.455 -2.717
C 0.541 -4.106 -2.284
C -0.823 -4.403 -2.191
Br -1.448 -6.156 -2.454
C -1.707 -3.378 -1.882
Br -3.560 -3.694 -1.718
C -1.262 -2.073 -1.671
O -2.228 -1.105 -1.514
C 0.100 -1.772 -1.699
O 0.618 -0.569 -1.460
C 0.982 -2.815 -2.028
Br 2.818 -2.372 -2.094



Record 3
This record from OMol25 describes 2 unconnected molecules or ions with the total composition C6H11N5 in a non-equilibrium geometry. The level of theory is the ωB97M-V functional and the def2-TZVPD basis.

Results
Relative energy (zero: lowest compared OMol25 entry of this formula, charge and spin): 5.017 eV
Largest force on an atom: 4.3 eV/Å
Total charge: 0
E_LUMO: 0.44 eV
Kohn-Sham gap: 9.5 eV
HOMO: -0.3342 Eh
Multiplicity: 1
Electronic energy: -508.82975 a.u.

Atoms and positions in Å:
C 2.659 0.929 0.126
C -0.937 -0.020 1.551
C 0.470 -0.664 1.784
C -0.376 0.693 0.351
C 0.878 -0.331 0.411
C -1.233 0.596 -0.956
N 2.983 1.194 -1.115
N 3.240 1.839 0.968
N 3.891 2.181 -1.050
N 4.065 2.574 0.091
N 1.009 -1.208 -0.700
H -1.535 -0.905 1.160
H -1.241 0.582 2.465
H 0.978 -0.144 2.643
H 0.438 -1.736 2.056
H -0.144 1.667 0.571
H -0.652 1.064 -1.730
H -2.249 1.087 -0.844
H -1.270 -0.552 -1.214
H 1.607 -1.940 -0.557
H 3.560 1.844 1.942
H 1.319 -0.609 -1.461